[1]
Computed, not measured: the ion C4H13BNO2 with charge +1 at a distorted geometry, with ωB97M-V/def2-TZVPD.

The net charge is +1. As for the molar mass: 118.0 g/mol. As for the largest force on an atom: 0.134 Eh/bohr. As for the HOMO-LUMO gap: 11.3 eV.

Atoms and positions in Å:
H  -1.31  1.92  -1.41
C  -2.18  0.02  0.53
C  0.41  -0.40  0.75
H  0.34  -1.82  -0.85
N  0.13  -1.75  0.18
O  2.29  1.30  0.83
C  -0.76  1.02  -1.21
H  0.89  -2.32  0.48
H  -2.97  0.63  0.51
H  0.47  -0.55  1.77
H  -0.91  -1.94  0.27
H  -2.05  -0.64  1.45
H  -1.18  0.28  -1.82
H  3.23  -0.08  -1.02
H  3.17  1.72  0.73
B  1.74  0.29  0.20
O  2.40  -0.34  -0.84
H  -2.44  -0.75  -0.25
C  -0.91  0.80  0.28
H  -0.59  1.59  0.85
H  0.22  1.03  -1.44

=====

[2]
Computed, not measured: a cluster of 2 separate species, C4H13Cl2NOSi2 in total at a distorted geometry, with ωB97M-V/def2-TZVPD.

As for the molar mass: 218.2 g/mol. The energy above the lowest of the compared OMol25 structures with the same formula, charge and spin comes out at 26.1 kcal/mol. As for the largest force on an atom: 0.065 Eh/bohr. As for the HOMO-LUMO gap (alpha / beta): 6.8 / 8.6 eV.

Atoms and positions in Å:
H  -3.26  -1.54  0.53
H  -2.69  2.26  -0.89
H  -2.01  -2.58  -0.11
H  0.20  -1.06  -1.96
H  3.56  -1.22  2.49
C  -2.96  1.20  -1.03
H  -3.99  1.13  -0.68
C  3.94  -0.33  1.89
H  4.97  -0.35  1.63
C  -2.24  -1.63  0.50
N  -0.65  0.79  0.73
Cl  3.10  2.22  0.12
C  -0.45  -0.25  -1.84
H  -0.56  1.76  1.03
O  0.23  -0.01  1.39
H  -1.73  -1.59  1.44
H  -0.95  -0.11  -2.83
H  -2.97  1.03  -2.07
Cl  3.22  -0.86  -1.26
Si  -1.63  -0.11  -0.37
H  3.76  0.44  2.56
H  0.20  0.55  -1.66
Si  2.90  0.25  0.40

=====

[3]
Computed, not measured: a structure of composition C4H13ClFeO5P at a distorted geometry, with ωB97M-V/def2-TZVPD.

The net charge is +2. As for the molar mass: 263.4 g/mol. The energy above the lowest of the compared OMol25 structures with the same formula, charge and spin comes out at 48.7 kcal/mol. As for the largest force on an atom: 0.120 Eh/bohr. As for the HOMO-LUMO gap (alpha / beta): 4.9 / 2.9 eV. As for the spin multiplicity: 6.

Atoms and positions in Å:
H  11.20  48.43  9.83
Cl  8.32  44.54  10.32
P  13.93  42.66  9.94
H  12.54  44.76  8.57
O  11.28  47.72  9.20
C  12.11  44.51  9.54
H  9.30  47.03  9.05
H  12.50  45.21  10.28
C  16.12  42.55  8.56
H  13.18  40.52  8.18
O  12.39  43.12  9.57
H  13.82  39.20  9.22
H  9.81  48.59  8.22
O  13.86  41.03  10.11
H  12.22  39.81  9.44
C  13.24  40.12  9.19
O  14.72  42.81  8.51
C  10.09  47.59  8.56
H  10.28  47.00  7.67
H  16.74  43.40  8.27
Fe  7.44  43.63  12.27
O  14.60  43.49  10.94
H  16.41  41.72  7.91
H  16.52  42.18  9.50
H  11.03  44.58  9.47

=====

[4]
Computed, not measured: a structure of composition C4H13F3O4Si3 at a distorted geometry, with ωB97M-V/def2-TZVPD.

As for the molar mass: 266.4 g/mol. As for the largest force on an atom: 0.083 Eh/bohr. As for the HOMO-LUMO gap: 8.3 eV.

Atoms and positions in Å:
O  1.82  -2.66  1.82
C  -1.97  1.64  -0.31
C  -2.43  0.54  -1.29
H  1.00  3.55  -0.41
C  0.25  0.92  1.99
H  -3.50  0.76  -1.69
H  2.84  -3.90  0.28
H  -1.64  0.37  -2.14
H  1.61  -0.58  -2.43
H  0.18  -3.25  0.03
Si  -0.16  1.51  0.15
Si  1.62  -3.15  0.27
H  1.36  0.83  1.98
H  0.05  1.50  2.86
O  0.22  3.15  -0.03
H  1.21  -1.90  2.11
O  0.33  0.31  -0.85
F  -3.47  -0.83  0.48
H  -0.22  -0.03  2.15
H  -2.12  2.67  -0.80
H  3.67  0.21  -0.01
F  -1.65  -1.59  -0.11
F  -3.28  -1.59  -1.50
C  -2.62  -0.82  -0.57
O  3.10  0.35  -0.74
Si  1.73  -0.53  -1.07
H  -2.68  1.63  0.60

=====

[5]
Computed, not measured: a structure of composition C4H13IN2O3 at a distorted geometry, with ωB97M-V/def2-TZVPD.

As for the molar mass: 264.1 g/mol. The energy above the lowest of the compared OMol25 structures with the same formula, charge and spin comes out at 102.6 kcal/mol. As for the largest force on an atom: 0.161 Eh/bohr. As for the HOMO-LUMO gap: 7.9 eV.

Atoms and positions in Å:
N  0.95  -2.75  -1.32
H  -2.11  3.56  0.37
O  -0.87  3.28  2.61
C  -1.22  2.95  0.25
H  1.62  -3.38  -0.90
H  0.79  -1.85  -0.90
C  -0.84  2.47  1.72
H  -0.69  0.80  2.77
H  -1.45  -2.63  -3.40
C  0.27  -2.99  -2.37
O  0.33  -4.15  -2.78
H  -1.28  2.15  -0.50
N  -0.54  1.25  1.88
I  0.80  -0.90  0.71
H  -1.04  -1.24  -2.43
H  1.36  0.21  1.80
H  -0.24  0.65  1.12
O  1.68  0.85  2.44
H  1.02  1.02  3.12
H  2.56  0.59  2.74
H  -0.43  3.65  -0.02
C  -0.61  -2.02  -3.07
H  -0.05  -1.53  -3.87

=====

[6]
Computed, not measured: a cluster of 3 separate species, C4H13INO2 in total at a distorted geometry, with ωB97M-V/def2-TZVPD.

The net charge is -1. As for the molar mass: 234.1 g/mol. The energy above the lowest of the compared OMol25 structures with the same formula, charge and spin comes out at 17.0 kcal/mol. As for the largest force on an atom: 0.046 Eh/bohr. As for the HOMO-LUMO gap: 7.1 eV.

Atoms and positions in Å:
H  -23.37  -26.49  0.30
H  -28.52  -22.87  -0.78
C  -23.99  -25.65  0.64
H  -28.71  -25.83  -0.09
C  -28.12  -23.33  0.13
O  -30.46  -27.47  -1.66
N  -27.98  -25.63  -0.78
H  -30.75  -27.23  -0.76
H  -23.86  -25.67  1.73
C  -27.22  -24.45  -0.37
O  -25.32  -25.85  0.26
H  -30.37  -28.43  -1.63
H  -27.32  -26.39  -0.64
H  -26.63  -24.99  1.67
H  -26.61  -24.04  -1.18
C  -26.13  -24.78  0.72
H  -29.00  -23.60  0.72
I  -30.18  -26.73  1.83
H  -25.59  -23.83  0.71
H  -23.54  -24.74  0.24
H  -27.44  -22.60  0.56

=====

[7]
Computed, not measured: a cluster of 2 separate species, C4H13N in total at a distorted geometry, with ωB97M-V/def2-TZVPD.

As for the molar mass: 75.2 g/mol. The energy above the lowest of the compared OMol25 structures with the same formula, charge and spin comes out at 43.7 kcal/mol. As for the largest force on an atom: 0.089 Eh/bohr. As for the HOMO-LUMO gap: 10.5 eV.

Atoms and positions in Å:
H  -2.10  -0.11  -2.23
H  -1.19  1.38  -2.38
H  -0.23  -1.46  3.70
H  1.68  0.65  0.84
H  2.10  -1.09  2.57
H  1.76  0.54  3.44
C  0.01  -0.44  3.62
H  -0.69  0.09  2.93
H  -0.15  0.21  4.49
N  0.98  0.21  1.37
H  -2.22  0.93  -3.56
C  -1.46  0.54  -2.94
C  -0.40  -0.03  -3.72
H  -0.06  -0.96  -3.27
C  1.43  -0.22  2.74
H  0.87  -0.72  0.87
H  0.51  0.52  -3.82
H  -0.85  -0.04  -4.67

=====

[8]
Computed, not measured: a cluster of 2 separate species, C4H13N in total at a distorted geometry, with ωB97M-V/def2-TZVPD.

As for the molar mass: 75.2 g/mol. The energy above the lowest of the compared OMol25 structures with the same formula, charge and spin comes out at 12.6 kcal/mol. As for the largest force on an atom: 0.028 Eh/bohr. As for the HOMO-LUMO gap: 9.6 eV.

Atoms and positions in Å:
H  -2.06  -2.56  1.92
H  0.96  0.76  -3.86
H  -0.62  1.41  -3.46
H  0.35  -1.02  2.94
H  0.26  -2.65  3.43
H  -0.20  2.34  -0.38
H  -1.01  -1.64  3.92
H  1.25  2.85  -1.22
N  0.66  0.95  -1.80
H  0.92  2.41  -3.26
H  -1.23  -1.26  1.22
C  -1.04  -2.20  1.75
C  -0.36  -1.84  3.06
H  -0.45  -2.89  1.16
H  1.39  1.67  0.05
H  -0.01  0.25  -1.55
C  0.44  1.44  -3.16
C  0.76  1.98  -0.78

=====

Question: Number 2 is which compound?
Answer: C4H13Cl2NOSi2

=====

Question: Which value of molar mass does entry 4 give?
Answer: 266.4 g/mol